# 1
C24H72N7O13PPt | the ωB97M-V functional and the def2-TZVPD basis

Computed properties:
Total energy ... -2778.18337 hartree
Gap between HOMO and LUMO (spin up / spin down) ... 7.321 / 6.496 eV
Total charge ... +4
Spin multiplicity ... 3
Molecular weight ... 892.928 g/mol

Last column: Mulliken charge in e.
Cartesian coordinates (Å):
Pt 2.53 -0.99 0.76  2.79
P 0.27 -0.22 0.22  0.58
O 1.46 0.20 -0.73  -0.75
O 0.51 -1.77 0.30  -2.54
O -1.11 0.42 -0.08  -1.19
O 0.94 0.18 1.53  -1.15
C 4.06 -1.01 -4.13  -1.53
C 4.07 0.14 -3.13  0.83
C 5.12 1.19 -3.46  -0.86
O 5.09 1.49 -4.81  -0.37
C 5.78 2.69 -5.13  -0.80
N 2.67 0.83 -3.23  -0.02
H 1.96 0.32 -3.76  0.38
H 2.28 0.69 -2.26  -0.04
H 2.69 1.82 -3.47  0.45
H 3.30 -1.78 -3.96  0.38
H 4.98 -1.58 -4.01  0.45
H 4.08 -0.69 -5.17  0.39
H 4.14 -0.15 -2.08  0.08
H 6.09 0.75 -3.18  0.48
H 5.02 2.11 -2.86  0.41
H 5.96 2.68 -6.21  0.27
H 6.74 2.84 -4.63  0.36
H 5.09 3.52 -4.96  0.30
C -2.14 3.30 2.35  -1.72
C -1.72 1.96 2.95  2.36
C -2.04 1.81 4.43  -1.25
O -1.67 0.51 4.83  -0.18
C -1.61 0.33 6.23  -1.00
N -2.52 0.95 2.19  0.89
H -2.10 0.85 1.21  -0.36
H -2.64 -0.05 2.44  -0.04
H -3.49 1.22 2.04  0.61
H -1.95 4.22 2.90  0.42
H -3.18 3.33 2.01  0.41
H -1.69 3.41 1.36  0.28
H -0.65 1.87 2.79  -0.98
H -3.12 1.92 4.62  0.38
H -1.58 2.56 5.09  0.61
H -2.61 0.37 6.67  0.36
H -1.00 1.09 6.73  0.39
H -1.15 -0.63 6.47  0.31
C -3.53 2.27 -2.12  -1.19
C -2.91 1.19 -2.98  0.33
C -3.14 1.32 -4.45  -0.92
O -2.56 2.55 -4.86  -0.36
C -2.87 2.82 -6.22  -0.80
N -1.42 1.20 -2.69  0.24
H -1.18 0.93 -1.69  -0.10
H -0.92 0.47 -3.20  0.40
H -0.94 2.05 -2.99  0.48
H -4.61 2.19 -2.09  0.44
H -3.31 3.23 -2.59  0.40
H -3.22 2.16 -1.08  0.13
H -3.17 0.18 -2.63  0.36
H -4.19 1.16 -4.70  0.51
H -2.57 0.60 -5.06  0.40
H -3.95 3.04 -6.27  0.34
H -2.60 2.00 -6.89  0.32
H -2.50 3.78 -6.57  0.28
C -1.70 -3.58 4.63  -1.42
C -1.29 -3.31 3.16  0.28
C -2.50 -3.10 2.26  -0.27
O -3.21 -1.94 2.72  -0.52
C -4.40 -1.77 1.96  -1.04
N -0.40 -2.11 3.12  0.79
H 0.10 -1.92 2.23  -0.28
H -0.96 -1.25 3.23  -0.18
H 0.40 -2.18 3.76  0.44
H -0.83 -3.89 5.21  0.46
H -2.34 -4.46 4.66  0.45
H -2.07 -2.67 5.09  0.26
H -0.68 -4.09 2.71  -0.06
H -3.18 -3.95 2.25  0.84
H -2.14 -2.86 1.26  -0.04
H -5.03 -2.66 2.07  0.40
H -4.34 -1.56 0.89  0.31
H -5.03 -1.01 2.42  0.40
C -1.66 -3.99 -3.52  -1.40
C -1.15 -3.75 -2.10  0.71
C -1.29 -4.91 -1.14  -1.14
O -0.51 -4.75 0.02  0.04
C -0.37 -5.96 0.74  -1.04
N 0.36 -3.34 -2.11  0.08
H 0.62 -2.77 -2.90  0.39
H 0.44 -2.74 -1.25  0.02
H 0.89 -4.20 -1.97  0.41
H -2.74 -4.04 -3.59  0.39
H -1.22 -4.90 -3.92  0.40
H -1.32 -3.16 -4.16  0.39
H -1.61 -2.87 -1.64  -0.08
H -1.03 -5.84 -1.65  0.62
H -2.35 -5.04 -0.91  0.45
H -1.35 -6.21 1.19  0.41
H 0.32 -5.95 1.58  0.31
H -0.13 -6.78 0.06  0.37
C 3.54 4.93 0.41  -1.47
C 2.86 3.87 1.26  0.35
C 1.75 4.42 2.19  -0.98
O 1.08 3.41 2.88  -0.19
C 1.88 2.68 3.82  -0.54
N 2.36 2.71 0.42  0.28
H 1.98 1.96 1.01  -0.16
H 1.74 2.91 -0.37  0.40
H 3.13 2.30 -0.12  0.37
H 3.99 5.63 1.11  0.42
H 2.88 5.52 -0.24  0.38
H 4.35 4.48 -0.17  0.43
H 3.59 3.35 1.88  0.35
H 1.11 5.02 1.53  0.40
H 2.13 5.18 2.87  0.45
H 2.32 1.82 3.29  0.09
H 1.20 2.13 4.47  0.05
H 2.60 3.24 4.40  0.50
N 3.02 -2.99 3.30  0.74
O 2.14 -3.80 3.67  -0.54
O 2.60 -1.93 2.70  -0.65
O 4.19 -3.18 3.54  -0.51

# 2
HO2P | the ωB97M-V functional and the def2-TZVPD basis

Computed properties:
Total energy ... -492.43037 hartree
Energy relative to the best compared isomer or geometry (same formula, charge and spin) ... 0.505 eV
Gap between HOMO and LUMO ... 11.352 eV
Total charge ... 0
Molecular weight ... 63.980 g/mol

Last column: Mulliken charge in e.
Cartesian coordinates (Å):
O -2.02 -0.09 0.72  -0.49
O 0.48 0.86 1.93  -0.50
P -0.57 0.24 0.96  0.88
H 0.20 0.14 -0.18  0.10

# 3
C11H15ClNO4P | the ωB97M-V functional and the def2-TZVPD basis

Computed properties:
Total energy ... -1584.97013 hartree
Gap between HOMO and LUMO ... 1.925 eV
Total charge ... -2
Molecular weight ... 291.671 g/mol

Last column: Mulliken charge in e.
Cartesian coordinates (Å):
N -3.65 -1.51 -0.02  -0.66
P -2.67 -2.78 -0.30  0.20
C -1.00 -2.69 0.63  0.01
C 0.27 -2.25 -0.01  0.51
C 0.39 -1.77 -1.58  -0.55
C 1.09 -0.27 -1.73  -0.62
C 0.12 0.97 -1.28  -0.29
Cl -1.69 0.69 -1.55  -0.22
C 1.63 -2.28 0.95  0.23
O 2.81 -2.49 0.30  -0.65
C 1.51 -2.09 2.59  -0.45
C 0.20 -2.53 3.22  -0.33
C -0.96 -3.14 2.24  0.27
O -1.85 -4.01 2.74  -0.67
H -3.87 -1.05 -0.94  0.19
H -3.37 -3.97 0.19  0.08
H -2.39 -2.99 -1.70  0.05
H -0.60 -1.85 -2.20  0.23
H 1.15 -2.52 -2.10  0.26
H 2.07 -0.25 -1.05  0.27
H 1.46 -0.19 -2.85  0.32
H 0.42 1.90 -1.96  0.30
H 0.36 1.32 -0.17  0.23
H 2.40 -1.61 3.20  0.25
H 0.05 -2.38 4.39  0.26
O 1.18 3.39 0.57  -0.66
C 1.44 4.63 0.15  -0.36
C 0.09 5.30 -0.40  -0.07
O 0.35 6.54 -0.84  -0.78
H 2.18 4.74 -0.67  0.20
H 1.84 5.34 0.89  0.24
H -0.64 5.21 0.42  0.18
H -0.32 4.58 -1.13  0.05

# 4
H12O6 | the ωB97M-V functional and the def2-TZVPD basis

Computed properties:
Total energy ... -458.59072 hartree
Energy relative to the best compared isomer or geometry (same formula, charge and spin) ... 2.225 eV
Gap between HOMO and LUMO ... 10.855 eV
Total charge ... 0
Molecular weight ... 108.090 g/mol

Last column: Mulliken charge in e.
Cartesian coordinates (Å):
H -0.22 0.70 -0.60  0.30
H 0.58 -0.29 0.23  0.31
H -2.24 -3.55 0.89  0.27
H -2.44 -2.05 1.01  0.38
H -3.79 -0.92 -0.75  0.31
H -3.65 -2.40 -1.08  0.31
H 3.37 1.52 1.82  0.29
H 4.29 0.91 0.77  0.28
H -3.38 3.61 0.22  0.31
H -2.14 4.42 -0.11  0.31
H 4.07 -1.10 -1.83  0.32
H 5.17 -0.43 -1.02  0.31
O 0.08 0.53 0.30  -0.64
O -1.76 -2.72 0.97  -0.64
O -3.22 -1.68 -0.60  -0.62
O 3.36 0.98 1.03  -0.56
O -2.57 3.58 -0.30  -0.62
O 4.49 -1.12 -0.96  -0.63

# 5
C3H4ClF | the ωB97M-V functional and the def2-TZVPD basis

Computed properties:
Total energy ... -676.69697 hartree
Energy relative to the best compared isomer or geometry (same formula, charge and spin) ... 1.211 eV
Gap between HOMO and LUMO ... 10.193 eV
Total charge ... 0
Molecular weight ... 94.516 g/mol

Last column: Mulliken charge in e.
Cartesian coordinates (Å):
C 0.31 2.11 0.80  -0.89
C -0.15 0.79 0.49  0.66
C 0.46 0.10 -0.48  -0.37
H 0.71 2.71 -0.24  0.27
H 1.20 2.23 1.59  0.23
H -0.67 2.65 1.15  0.28
H 1.43 0.52 -0.96  0.25
F -1.02 0.10 1.28  -0.25
Cl 0.16 -1.59 -1.06  -0.18

# 6
C9H11N2O2P | the ωB97M-V functional and the def2-TZVPD basis

Computed properties:
Total energy ... -950.88476 hartree
Energy relative to the best compared isomer or geometry (same formula, charge and spin) ... 0.000 eV
Gap between HOMO and LUMO ... 9.827 eV
Total charge ... 0
Molecular weight ... 210.173 g/mol

Last column: Mulliken charge in e.
Cartesian coordinates (Å):
C -0.01 -3.42 1.88  -0.46
C 1.10 -3.53 1.07  -0.63
C -0.83 -2.38 1.84  -0.62
C 1.39 -2.52 0.17  -0.50
C -0.51 -1.33 1.03  0.59
C 0.60 -1.36 0.20  0.22
C -0.40 0.60 -0.18  -0.58
C 1.70 0.36 -1.35  -1.01
C -0.84 4.01 -0.31  -0.71
N -1.05 -0.10 0.76  -0.06
N 0.60 -0.22 -0.57  0.26
O -0.78 3.03 -3.00  -0.57
O -2.99 2.86 -1.83  -0.58
P -1.55 3.14 -1.79  0.98
H -0.40 -4.29 2.38  0.34
H 1.79 -4.29 1.06  0.49
H -1.79 -2.28 2.41  0.29
H 2.34 -2.54 -0.22  0.41
H 1.70 -0.05 -2.37  0.31
H 1.50 1.41 -1.50  0.32
H 2.61 0.32 -0.75  0.39
H -0.73 5.00 -0.53  0.43
H -1.59 3.93 0.61  0.25
H 0.13 3.48 -0.10  0.21
H -1.97 0.15 1.07  0.24

> What is the formula in the third record?

C11H15ClNO4P

> What is the formula in the third record?

C11H15ClNO4P